Here is C14H16MgN4O3S as an isolated structure from the Open Molecules 2025 dataset. Energies are from ωB97M-V/def2-TZVPD.

- HOMO-LUMO gap (Ha) = 0.2393
- multiplicity = 1
- LUMO (eV) = 5.04
- energy above the lowest of the compared OMol25 structures with the same formula, charge and spin (kJ/mol) = 0.0
- net charge = -2
- largest force on an atom (eV Å⁻¹) = 0.928

Cartesian coordinates (Å):
Mg1 -0.834 1.458 0.650
N1 -0.651 3.597 1.118
C1 0.791 3.708 1.381
C2 1.168 2.555 2.334
O1 1.726 2.806 3.418
N2 0.740 1.405 1.845
C3 0.559 0.273 2.732
C4 -0.957 0.048 2.958
O2 -1.333 -0.592 3.940
O3 -1.740 0.569 2.070
H1 -1.188 3.899 1.920
H2 -0.950 4.106 0.294
H3 1.320 3.578 0.435
H4 1.080 4.665 1.826
H5 0.954 -0.634 2.264
H6 1.044 0.419 3.698
C5 -0.861 2.540 -2.000
C6 -1.437 3.810 -2.015
C7 -2.712 3.727 -1.404
C8 -2.927 2.406 -1.018
C9 -1.786 1.643 -1.398
H7 0.080 2.253 -2.450
H8 -0.986 4.711 -2.414
H9 -3.390 4.557 -1.247
H10 -3.837 2.006 -0.593
H11 -1.791 0.572 -1.581
C10 0.029 -5.829 -0.396
C11 1.002 -4.883 -1.053
C12 2.174 -5.353 -1.647
C13 2.984 -4.371 -2.207
N3 2.701 -3.087 -2.199
C14 1.524 -2.695 -1.608
S1 1.129 -1.052 -1.582
N4 0.684 -3.604 -1.028
H12 0.302 -6.868 -0.588
H13 -0.975 -5.637 -0.774
H14 0.012 -5.654 0.681
H15 2.433 -6.403 -1.670
H16 3.921 -4.648 -2.693

=====

Here is a single C22H25FN4O molecule from the Open Molecules 2025 dataset. Energies are from ωB97M-V/def2-TZVPD.

- HOMO-LUMO gap (Ha) = 0.2967
- multiplicity = 1
- SMILES = OCC[C@H]1CN(Cc2cccc3nccnc23)CCN1Cc1ccc(F)cc1
- LUMO (eV) = -0.33
- energy above the lowest of the compared OMol25 structures with the same formula, charge and spin (kJ/mol) = 152.5
- largest force on an atom (eV Å⁻¹) = 0.720

Cartesian coordinates (Å):
O1 3.316 0.629 0.128
C1 2.950 -0.272 -0.891
C2 1.440 -0.409 -1.094
H1 1.281 -0.994 -2.001
H2 1.003 0.582 -1.233
C3 0.725 -1.097 0.088
N1 -0.577 -1.659 -0.229
C4 -1.538 -0.643 -0.613
C5 -1.661 0.407 0.488
N2 -0.355 0.957 0.778
C6 0.520 -0.103 1.233
H3 1.483 0.316 1.525
H4 0.089 -0.637 2.099
C7 -0.398 2.089 1.685
C8 0.922 2.804 1.670
C9 1.759 2.836 2.755
C10 3.010 3.475 2.706
C11 3.443 4.082 1.562
C12 2.616 4.076 0.421
N3 3.042 4.668 -0.716
C13 2.243 4.637 -1.747
C14 0.973 4.028 -1.688
N4 0.532 3.446 -0.607
C15 1.342 3.440 0.474
H5 0.310 4.027 -2.544
H6 2.599 5.111 -2.652
H7 4.403 4.568 1.495
H8 3.633 3.472 3.588
H9 1.454 2.356 3.674
H10 -0.651 1.789 2.718
H11 -1.169 2.771 1.318
H12 -2.318 1.210 0.147
H13 -2.110 -0.062 1.383
H14 -2.506 -1.130 -0.758
H15 -1.257 -0.148 -1.557
C16 -0.568 -2.784 -1.142
C17 -1.803 -3.627 -0.950
C18 -2.472 -4.180 -2.033
C19 -3.595 -4.967 -1.846
C20 -4.043 -5.187 -0.558
C21 -3.401 -4.645 0.541
C22 -2.278 -3.868 0.334
H16 -1.757 -3.425 1.169
H17 -3.780 -4.837 1.532
F1 -5.142 -5.951 -0.366
H18 -4.122 -5.403 -2.680
H19 -2.114 -3.998 -3.036
H20 0.311 -3.396 -0.913
H21 -0.499 -2.477 -2.200
H22 1.352 -1.922 0.448
H23 3.385 -1.231 -0.598
H24 3.410 0.037 -1.843
H25 2.919 1.486 -0.067

=====

Here is C38H31BBrF4IN7O5SSn as an isolated structure from the Open Molecules 2025 dataset. Energies are from ωB97M-V/def2-TZVPD.

- expectation value of S² = 0.7631
- HOMO-LUMO gap (alpha / beta) (Ha) = 0.1397 / 0.2415
- multiplicity = 2
- LUMO (alpha / beta) (eV) = 3.53 / 3.53
- energy above the lowest of the compared OMol25 structures with the same formula, charge and spin (kJ/mol) = 5.2
- net charge = -2
- largest force on an atom (eV Å⁻¹) = 0.244

Cartesian coordinates (Å):
Sn1 0.586 0.452 -0.681
O1 -1.367 2.509 -4.117
C1 -0.932 1.676 -3.304
N1 -0.472 1.914 -2.073
C2 -0.402 3.315 -1.721
C3 1.031 3.792 -1.705
C4 1.355 5.140 -1.852
C5 2.678 5.526 -1.781
C6 3.649 4.557 -1.561
C7 3.238 3.243 -1.423
N2 1.964 2.865 -1.497
C8 -0.983 0.222 -3.705
C9 -2.136 -0.270 -4.311
C10 -2.201 -1.617 -4.611
C11 -1.103 -2.420 -4.336
C12 0.008 -1.831 -3.765
N3 0.074 -0.540 -3.446
H1 -0.993 3.919 -2.412
H2 -0.783 3.458 -0.707
H3 0.565 5.861 -2.024
H4 2.954 6.568 -1.896
H5 4.698 4.809 -1.492
H6 3.961 2.457 -1.239
H7 -2.955 0.407 -4.505
H8 -3.103 -2.048 -5.027
H9 -1.135 -3.486 -4.509
H10 0.884 -2.423 -3.519
Br1 4.532 -0.304 -0.653
C13 3.939 0.772 0.841
C14 4.892 1.143 1.767
C15 4.406 1.904 2.881
C16 3.085 2.243 2.929
C17 2.208 1.855 1.891
N4 2.670 1.064 0.841
C18 0.817 2.229 1.881
O2 0.262 2.809 2.834
O3 0.115 1.914 0.800
H11 5.925 0.850 1.659
H12 5.085 2.205 3.670
H13 2.674 2.820 3.747
O4 0.596 -5.515 3.436
S1 0.755 -4.480 2.368
C19 2.510 -4.063 2.346
C20 2.891 -2.733 2.377
C21 4.249 -2.424 2.422
C22 5.191 -3.437 2.442
C23 4.793 -4.772 2.418
C24 3.448 -5.089 2.370
C25 0.738 -5.348 0.801
C26 0.692 -6.730 0.793
C27 0.651 -7.389 -0.428
C28 0.637 -6.662 -1.610
C29 0.655 -5.273 -1.581
C30 0.705 -4.605 -0.370
H14 2.139 -1.952 2.350
H15 4.557 -1.386 2.431
H16 6.246 -3.190 2.469
H17 5.536 -5.561 2.432
H18 3.115 -6.120 2.356
H19 0.671 -7.258 1.738
H20 0.611 -8.472 -0.457
H21 0.580 -7.179 -2.561
H22 0.584 -4.706 -2.499
H23 0.674 -3.521 -0.337
O5 0.347 -1.003 1.831
N5 -0.809 -1.022 2.408
C31 -1.084 -0.144 3.401
C32 -2.316 -0.149 4.014
C33 -3.293 -1.048 3.611
C34 -2.992 -1.929 2.584
C35 -1.748 -1.903 1.995
H24 -0.290 0.556 3.614
H25 -2.504 0.579 4.791
H26 -4.272 -1.047 4.071
H27 -3.715 -2.635 2.200
H28 -1.460 -2.527 1.162
F1 -2.457 -4.390 -0.068
B1 -2.499 -3.616 -1.243
F2 -3.792 -3.085 -1.422
F3 -2.164 -4.410 -2.353
F4 -1.573 -2.552 -1.098
I1 -6.440 0.295 0.165
C36 -4.407 0.632 0.271
C37 -3.777 1.584 1.043
N6 -2.465 1.412 0.839
N7 -2.207 0.419 -0.016
C38 -3.380 -0.077 -0.377
H29 -4.164 2.337 1.707
H30 -1.639 1.922 1.178
H31 -3.450 -0.925 -1.039

=====

Here is C6H10O3 as an isolated structure at a distorted geometry from the Open Molecules 2025 dataset. Energies are from ωB97M-V/def2-TZVPD.

- HOMO-LUMO gap (Ha) = 0.3907
- multiplicity = 1
- LUMO (eV) = 0.97
- energy above the lowest of the compared OMol25 structures with the same formula, charge and spin (kJ/mol) = 572.9
- largest force on an atom (eV Å⁻¹) = 6.639

Cartesian coordinates (Å):
C1 -0.039 -1.752 0.710
C2 -0.443 -0.498 1.555
C3 -0.383 0.476 0.442
C4 -0.876 1.986 0.133
C5 0.953 0.852 -1.046
C6 0.718 -0.666 -1.404
H1 -1.030 -2.385 0.415
H2 0.665 -2.414 1.392
H3 -1.417 -0.764 1.816
H4 0.229 -0.183 2.363
H5 -0.689 -0.056 -0.341
H6 -1.929 2.157 -0.170
H7 -0.711 2.816 1.049
H8 1.840 1.226 -1.591
H9 1.495 -0.758 -2.114
H10 -0.157 -1.034 -2.065
O1 -0.049 2.034 -1.041
O2 0.777 -1.691 -0.434
O3 1.047 0.656 0.329